ORCA calculation (ωB97M-V/def2-TZVPD) on 9 unconnected molecules or ions with the total composition C20H38Cl17FINO4S at a distorted geometry.

The geometry in XYZ format:
```
83
Properties=species:S:1:pos:R:3:forces:R:3:lowdin_charge:R:1
C 0.75329 -4.34301 1.72256 0.511 -0.272 0.048 -0.130
C -0.29250 -4.99196 2.82475 0.633 -0.645 -0.339 -0.306
C -0.05350 -4.44018 4.35005 1.704 -0.589 -1.394 -0.718
Cl -0.97673 -5.57313 5.51626 0.567 1.029 -0.750 0.530
N -0.34172 -2.96920 4.55400 1.100 -1.765 3.994 -0.454
I -2.26488 -2.44135 4.03313 0.097 -0.303 0.132 1.013
C -0.00452 -2.49692 5.95551 -3.677 7.285 0.375 -0.439
O -0.43482 -1.26708 6.35331 2.989 -8.207 -2.486 -0.067
O 0.81001 -3.23684 6.94525 1.858 2.333 -2.454 -0.163
S 2.40367 -2.57455 6.73326 4.865 -1.486 -3.331 0.967
O 2.64742 -2.35879 5.19069 -1.738 -0.387 6.652 -0.308
O 3.47729 -3.49036 7.39050 -5.263 4.149 -1.763 -0.281
F 2.40462 -0.99016 7.45957 -0.401 -3.935 -1.376 -0.206
H 1.49416 -5.19963 1.36637 -1.541 1.788 0.791 0.059
H 0.16445 -3.96261 0.77909 1.388 -0.721 2.141 0.003
H 1.43282 -3.48048 2.17947 -1.630 -1.731 -0.972 0.094
H -0.04240 -6.15763 2.84991 -0.815 3.012 0.342 -0.007
H -1.39183 -4.90999 2.43041 2.046 0.061 1.101 0.068
H 1.10635 -4.59068 4.58066 -2.620 0.351 -0.331 0.139
Cl -1.97745 -3.11067 0.20602 -0.361 0.114 -0.083 0.571
C -1.34026 -2.67854 -1.39987 0.074 0.070 -0.295 -0.677
C -1.95615 -3.51847 -2.50783 0.024 0.248 -0.107 -0.708
Cl -1.43942 -5.22081 -2.42723 -0.018 -0.035 0.108 0.546
H -0.25147 -2.78244 -1.37279 -0.192 -0.083 0.023 0.074
H -1.57718 -1.62186 -1.55983 0.123 -0.456 0.286 -0.022
H -1.63865 -3.13742 -3.48314 -0.031 -0.096 0.297 0.036
H -3.04982 -3.49345 -2.47182 0.266 -0.029 0.053 0.065
Cl -4.45654 -2.25665 -5.56110 0.034 -0.106 0.072 0.548
C -4.39377 -0.50016 -5.27393 0.004 0.302 0.004 -0.679
C -2.98390 -0.01701 -4.97194 -0.253 0.280 -0.359 -0.662
Cl -2.39644 -0.60080 -3.39538 -0.191 0.394 -0.361 0.668
H -5.08428 -0.26410 -4.45879 0.213 -0.113 -0.090 0.075
H -4.76443 -0.01785 -6.18404 0.165 -0.174 0.294 0.004
H -2.96663 1.07626 -4.93079 -0.064 -0.254 -0.007 0.003
H -2.27406 -0.34035 -5.73981 -0.175 -0.014 0.203 0.076
Cl -3.93384 1.96121 -7.52517 0.053 0.128 -0.152 0.618
C -3.87107 3.71769 -7.23800 0.024 0.453 -0.011 -0.632
C -2.46120 4.20084 -6.93601 -0.101 0.078 -0.248 -0.641
Cl -1.87374 3.61705 -5.35945 -0.253 -0.384 -0.135 0.539
H -4.56158 3.95375 -6.42286 0.218 -0.119 -0.107 0.075
H -4.24173 4.20000 -8.14811 0.144 -0.093 0.138 0.075
H -2.44393 5.29412 -6.89486 -0.080 -0.168 0.023 0.071
H -1.75136 3.87750 -7.70388 -0.196 -0.026 0.193 0.074
Cl -1.88247 0.90198 3.57625 -0.066 0.493 -0.069 0.477
C -0.23515 1.50413 3.88511 0.027 0.176 -0.017 -0.711
C -0.23760 2.88874 4.51375 0.196 -0.421 0.332 -0.643
Cl -0.80801 4.13988 3.38205 -0.132 0.067 -0.106 0.558
H 0.31427 1.49167 2.93907 -0.611 0.077 0.433 -0.029
H 0.24042 0.78912 4.56400 -0.094 0.126 -0.016 0.061
H 0.77986 3.16621 4.80535 -0.118 -0.115 -0.118 0.067
H -0.86973 2.92473 5.40659 0.053 -0.013 -0.281 0.074
Cl 0.79555 -7.94611 1.91450 0.154 -0.525 -0.183 0.623
C 1.35513 -8.56150 0.33976 0.198 -0.139 -0.379 -0.632
C 0.69818 -7.83930 -0.82609 0.250 0.040 0.023 -0.662
Cl -1.03800 -8.21363 -0.95651 0.046 -0.075 0.086 0.527
H 1.16246 -9.63799 0.30755 -0.076 0.259 0.023 0.070
H 2.43863 -8.40884 0.30789 -0.202 0.054 -0.027 0.075
H 1.16102 -8.15382 -1.76636 -0.038 -0.022 0.201 0.076
H 0.80596 -6.75350 -0.73973 -0.100 -0.211 0.064 0.049
Cl 2.55660 1.36807 2.69390 0.721 -0.131 -0.097 0.636
C 3.07748 2.27363 1.25159 0.048 0.271 -0.370 -0.630
C 2.34004 1.83106 -0.00248 0.024 0.319 0.144 -0.684
Cl 2.79286 0.18286 -0.50229 -0.024 -0.109 0.007 0.539
H 4.15980 2.15277 1.14685 -0.247 -0.077 0.016 0.076
H 2.87092 3.33012 1.45027 -0.006 -0.276 -0.107 0.006
H 2.59195 2.49454 -0.83529 0.044 -0.209 0.310 -0.012
H 1.25484 1.85733 0.13786 0.223 -0.068 0.035 0.073
Cl 3.37290 5.88739 1.62502 0.139 0.087 -0.033 0.564
C 1.88522 6.28985 2.51746 -0.350 0.138 0.207 -0.675
C 2.01286 7.59371 3.28950 -0.202 0.014 -0.228 -0.660
Cl 3.15343 7.46014 4.65065 0.040 -0.010 -0.022 0.537
H 1.64809 5.45112 3.17874 0.133 0.247 -0.137 0.025
H 1.08490 6.37470 1.77544 0.145 0.035 0.148 0.071
H 1.04344 7.86991 3.71514 0.130 -0.161 -0.088 0.074
H 2.34771 8.41249 2.64490 0.016 -0.241 0.125 0.069
Cl 1.69839 4.37837 -2.19534 -0.125 0.144 -0.098 0.596
C 2.14169 4.85704 -3.85245 0.144 0.124 -0.349 -0.640
C 1.54043 6.19781 -4.24386 0.304 0.102 0.026 -0.651
Cl -0.22999 6.11554 -4.41790 0.225 0.275 0.156 0.522
H 1.82664 4.05985 -4.53232 -0.056 0.185 0.186 0.071
H 3.23429 4.91736 -3.88221 -0.206 0.080 0.028 0.076
H 1.93900 6.51526 -5.21217 -0.032 -0.145 0.150 0.074
H 1.77369 6.97409 -3.50833 -0.076 -0.245 -0.094 0.070
```
Positions in Å, forces in eV/Å.

Summary:
SMILES: CC[C@H](Cl)N(I)C(=O)OS(=O)(=O)F.ClCCCl.ClCCCl.ClCCCl.ClCCCl.ClCCCl.ClCCCl.ClCCCl.ClCCCl
HOMO energy in eV: -9.25
Orbital gap in Ha: 0.271
LUMO in eV: -1.9

=====

ORCA calculation (ωB97M-V/def2-TZVPD) on a molecular structure, C20H38Cl2F2InN4O4 at a distorted geometry.

The geometry in XYZ format:
```
71
Properties=species:S:1:pos:R:3:forces:R:3:lowdin_spin:R:1
N 8.10304 0.86306 -6.34556 -0.379 -0.187 -0.752 0.000
In 6.73121 1.01686 -7.90900 1.457 -0.352 -0.728 0.000
Cl 7.78890 2.44035 -9.63185 -0.516 -0.417 0.516 0.000
Cl 6.33735 -1.18497 -8.94681 -0.015 0.792 0.452 0.000
N 4.87794 2.02636 -7.42033 -0.742 -0.234 -0.294 0.000
C 4.06486 1.32247 -6.58709 -0.156 0.111 -2.136 0.000
O 3.85406 1.51312 -5.45471 -0.648 0.520 2.945 0.000
F 3.42076 0.31176 -7.19540 0.289 -0.356 -0.502 0.000
C 5.18650 3.27778 -6.90828 -2.651 -2.026 -0.975 0.000
O 6.23525 3.60030 -6.58007 4.215 1.943 1.221 0.000
F 4.15944 4.12695 -6.86367 -0.707 0.153 -0.026 0.000
H 7.96564 0.05544 -5.75077 0.004 0.264 0.162 0.000
H 8.20939 1.71963 -5.81679 -0.189 -0.204 0.150 0.000
C -0.28396 -0.61810 -1.21822 -0.179 0.073 -0.402 0.002
C 0.42003 0.35641 -0.25045 -1.362 -1.640 -0.340 0.026
C -0.52314 1.49558 0.16050 0.062 0.635 -0.073 0.014
C -0.69566 2.57757 -0.89990 0.138 -0.001 0.002 0.001
C 0.67018 3.09648 -1.34690 -0.340 -0.083 0.486 0.014
C 1.59611 1.97719 -1.83650 -0.093 0.365 -2.209 0.026
N 1.69007 0.84633 -0.86052 -0.020 1.961 2.013 0.350
O 2.48061 1.21379 0.10637 0.470 -0.598 -0.268 0.559
C 1.09073 1.48562 -3.21167 -0.283 -0.218 -0.008 0.002
C 2.97325 2.57714 -2.14684 0.401 -0.149 0.639 -0.001
C 0.65802 -0.50630 0.99587 0.572 0.243 0.258 -0.001
H -0.39310 -0.25342 -2.23442 0.041 0.098 0.028 0.000
H 0.26184 -1.56145 -1.27979 0.069 0.074 0.044 0.001
H -1.29233 -0.84495 -0.86386 0.087 0.006 0.153 0.000
H -0.14008 1.97326 1.06983 0.161 -0.088 -0.050 0.002
H -1.50363 1.09078 0.42527 0.115 -0.232 -0.009 0.001
H -1.26266 2.19087 -1.75092 0.032 -0.010 -0.017 0.000
H -1.27835 3.40568 -0.48794 -0.044 -0.042 -0.016 0.001
H 0.53486 3.83621 -2.13965 0.178 -0.127 -0.111 0.001
H 1.13746 3.62733 -0.50990 0.078 -0.132 0.019 0.003
H 1.59352 0.56347 -3.50653 -0.007 0.034 0.013 0.001
H 1.29998 2.22626 -3.98297 0.172 0.040 0.124 0.000
H 0.01364 1.32897 -3.24847 0.006 -0.090 0.065 0.000
H 3.41466 3.08122 -1.28685 -0.050 -0.177 0.098 -0.001
H 2.89546 3.32428 -2.93638 -0.226 -0.140 -0.066 0.000
H 3.66748 1.80907 -2.49084 -0.039 0.014 -0.006 0.000
H 1.37108 -1.30744 0.79314 0.014 0.065 -0.024 0.000
H -0.28007 -0.96825 1.31216 -0.068 0.037 -0.208 0.000
H 1.02957 0.07444 1.84073 0.104 0.035 -0.112 -0.001
C -2.91998 -3.10793 6.09925 -0.402 0.030 0.138 0.001
C -2.29007 -2.44331 4.85648 0.200 -0.670 2.079 0.026
C -2.23328 -0.91818 5.02049 -0.248 0.462 -0.388 0.014
C -3.56653 -0.21455 4.79499 0.002 -0.100 -0.098 0.001
C -4.15201 -0.62444 3.44542 0.438 0.245 0.217 0.014
C -4.29022 -2.14406 3.29742 -2.126 -0.184 0.291 0.026
N -3.02430 -2.86812 3.62784 1.284 2.052 -1.176 0.345
O -2.21672 -2.73964 2.61738 -0.055 -0.800 -0.160 0.564
C -5.45631 -2.62186 4.19327 0.056 -0.055 0.289 0.002
C -4.76485 -2.46214 1.87496 0.585 -0.151 -0.341 -0.001
C -0.84308 -2.95580 4.88414 0.108 -0.070 -0.730 -0.001
H -3.99840 -3.01016 6.17374 -0.003 0.071 -0.064 0.000
H -2.69949 -4.17713 6.11789 0.020 0.033 -0.104 0.001
H -2.51003 -2.67237 7.01285 0.125 0.007 -0.102 0.000
H -1.50983 -0.50376 4.30931 -0.018 -0.169 -0.076 0.002
H -1.85547 -0.66414 6.01348 0.061 -0.242 0.011 0.001
H -4.26194 -0.44297 5.60759 -0.016 -0.021 -0.017 0.000
H -3.41722 0.86745 4.80843 -0.005 -0.020 0.053 0.001
H -5.12844 -0.15065 3.31495 -0.064 -0.209 -0.075 0.001
H -3.51186 -0.22955 2.64889 0.055 -0.148 -0.005 0.003
H -5.46401 -3.71067 4.27511 0.051 0.031 0.029 0.001
H -6.41266 -2.32085 3.76441 0.103 0.036 -0.149 0.000
H -5.44039 -2.19353 5.19320 0.065 -0.070 0.024 0.000
H -4.09343 -2.07056 1.11161 0.124 -0.113 0.099 -0.001
H -5.74072 -2.01123 1.69239 0.002 0.039 0.240 0.000
H -4.86451 -3.53963 1.72717 0.061 0.021 0.011 0.000
H -0.80149 -4.03283 4.71136 -0.039 0.040 -0.044 0.000
H -0.39903 -2.75754 5.86096 -0.218 0.046 0.061 0.000
H -0.21368 -2.46692 4.14098 -0.104 -0.053 -0.067 0.000
```
Positions in Å, forces in eV/Å.

Summary:
HOMO energy (alpha / beta) in eV: -6.07 / -6.07
Net charge: -1
⟨S²⟩: 2.01
2S+1: 3
Orbital gap (alpha / beta) in Ha: 0.285 / 0.265
LUMO (alpha / beta) in eV: 1.7 / 1.1